{
  "formula": "CH7N2O2",
  "method": "the ωB97M-V functional and the def2-TZVPD basis",
  "de_lowest_kj_mol": 458.18,
  "charge": 1,
  "gap_ev": 9.92,
  "energy_ha": -301.9235,
  "e_lumo_ev": -5.106,
  "homo_energy_ha": -0.5522,
  "symbols": ["C", "N", "N", "O", "O", "H", "H", "H", "H", "H", "H", "H"],
  "positions_angstrom": [[2.0006, 0.3551, -0.0880], [0.4079, -1.4116, -0.0325], [-1.5175, 0.3987, 0.1392], [3.2426, 0.7291, 0.0441], [1.6174, -0.8696, 0.0144], [1.1331, 1.0418, -0.0691], [-0.2746, -0.8493, 0.5131], [0.6161, -2.3023, 0.3750], [-1.6598, 0.1559, -0.8154], [-2.3947, 0.3856, 0.6463], [-1.2266, 1.3935, 0.0943], [3.7408, -0.0972, 0.2063]]
}